[1]
22
Properties=species:S:1:pos:R:3:lowdin_charge:R:1 method="wB97M-V/def2-TZVPD" total_energy_ev=-10440.222 molar_mass_g_mol=125.195 e_homo_ha=-0.451 charge=+1 lumo_ha=-0.1009 largest_force_ev_per_a=5.1 e_above_lowest_ev=3.976 smiles="C=C[C@H]1N(C)C=C[N@@H+]1C"
C 2.64396 -0.70256 -0.22027 0.1001
C 1.48190 -0.32106 -0.68159 -0.1638
C 0.30869 0.00363 0.07827 -0.2443
N -0.30880 1.31370 0.05121 -0.1230
C 0.60364 2.40371 0.35228 0.0069
C -1.65536 1.20567 0.03408 -0.0152
C -1.96173 -0.05611 -0.24946 -0.0924
N -0.84454 -0.96193 -0.39397 -0.0421
C -1.12556 -2.15511 0.45772 0.0219
H 3.49179 -0.81200 -0.90088 0.1029
H 2.56092 -0.59232 0.82914 0.0722
H 1.22062 -0.34214 -1.80407 0.1541
H 0.58207 -0.08942 1.10954 0.1576
H 1.14311 2.15085 1.22169 0.0810
H 1.22749 2.52768 -0.46801 0.0725
H 0.04544 3.36802 0.55079 0.1332
H -2.44926 1.97241 -0.01801 0.1659
H -2.78570 -0.39567 -0.70196 0.0872
H -0.58823 -1.24846 -1.31477 0.1621
H -1.54699 -1.84495 1.48567 0.1432
H -1.91661 -2.84585 0.08113 0.1226
H -0.12684 -2.57809 0.50146 0.0976

[2]
109
Properties=species:S:1:pos:R:3:lowdin_charge:R:1 method="wB97M-V/def2-TZVPD" total_energy_ev=-106740.586 molar_mass_g_mol=741.592 e_homo_ha="-0.158 / -0.145" charge=-1 lumo_ha="0.0600 / 0.0641" largest_force_ev_per_a=1.2 e_above_lowest_ev=0.000
Cu 0.44784 0.17670 -2.33005 0.5779
C 1.54890 2.72372 4.21313 -0.0712
C 0.70763 3.68300 3.36700 -0.5592
C -0.70336 3.76028 3.97434 -0.0463
C 1.36309 5.07122 3.42273 -0.0553
C 0.59642 3.21136 1.91704 -0.1730
C 1.01522 1.99070 1.49706 0.0420
C 0.87903 1.61076 0.12802 -0.1801
N 1.25921 0.47205 -0.41912 0.1011
C 1.95971 -0.60252 -0.04784 -0.1672
C 2.18755 -1.09367 1.26254 0.0279
C 3.01846 -2.15499 1.47747 -0.1733
C 3.71933 -2.68495 0.35156 0.0209
C 3.53042 -2.28777 -0.94581 -0.0874
C 2.50743 -1.29617 -1.21106 -0.2871
O 2.13820 -0.97994 -2.37538 -0.0797
C 4.37297 -2.83819 -2.09902 -0.5404
C 5.46204 -3.79421 -1.60624 -0.0805
C 3.49855 -3.59533 -3.11132 -0.0433
C 5.06425 -1.65536 -2.80233 -0.0474
C 3.14255 -2.77325 2.87289 -0.5570
C 3.36464 -1.68374 3.93151 -0.0577
C 1.84067 -3.52532 3.19428 -0.0488
C 4.30736 -3.76368 2.96575 -0.0740
C 0.35168 2.55264 -0.87308 -0.2937
O 0.37853 2.23440 -2.08125 -0.0453
C -0.17537 3.81471 -0.37553 -0.0845
C -0.01735 4.07801 0.95360 0.0038
C -0.86333 4.88263 -1.25059 -0.5267
C -1.06964 4.48036 -2.71737 -0.0585
C -2.25636 5.18786 -0.67047 -0.0456
C -0.01207 6.16335 -1.24270 -0.0527
H 1.65665 3.12559 5.22445 0.0800
H 2.54791 2.59166 3.78865 0.0903
H 1.07668 1.74079 4.29409 0.0801
H -0.66157 4.10069 5.01437 0.0806
H -1.17656 2.77573 3.94712 0.0873
H -1.33774 4.45054 3.41155 0.0772
H 1.55703 5.35498 4.46162 0.0783
H 0.72816 5.84256 2.98138 0.0722
H 2.31394 5.06690 2.88402 0.0911
H 1.48302 1.29024 2.17291 0.0820
H 1.63505 -0.64573 2.08041 0.0977
H 4.44672 -3.46267 0.53741 0.0769
H 5.03471 -4.68120 -1.12800 0.0811
H 6.13674 -3.30621 -0.89604 0.0849
H 6.05533 -4.12843 -2.46179 0.0795
H 3.10874 -4.51508 -2.66358 0.0842
H 4.09602 -3.86796 -3.98840 0.0794
H 2.66027 -2.98065 -3.43267 0.0748
H 5.64101 -1.06959 -2.08157 0.0881
H 4.32769 -1.00104 -3.26773 0.0773
H 5.74787 -2.02414 -3.57472 0.0775
H 2.50547 -1.01428 4.01247 0.0673
H 4.24307 -1.08103 3.68598 0.0895
H 3.52166 -2.14074 4.91392 0.0786
H 0.98154 -2.85212 3.15085 0.0759
H 1.88635 -3.97446 4.19312 0.0803
H 1.66878 -4.32024 2.46307 0.0849
H 5.26195 -3.28263 2.73286 0.0887
H 4.17120 -4.61147 2.29001 0.0800
H 4.36615 -4.15783 3.98377 0.0785
H -0.38889 5.02960 1.31955 0.0958
H -1.69421 3.59174 -2.80717 0.0731
H -0.12856 4.26452 -3.21901 0.0816
H -1.56938 5.30865 -3.23031 0.0804
H -2.88899 4.29673 -0.72332 0.0725
H -2.73426 5.98269 -1.25300 0.0820
H -2.21518 5.51054 0.37190 0.0718
H 0.97373 5.96266 -1.67100 0.0898
H 0.13214 6.55104 -0.23126 0.0722
H -0.49530 6.94076 -1.84300 0.0788
C -4.86792 -0.06324 0.14421 -0.0942
C -3.61483 0.49299 -0.54464 -0.5847
C -2.71482 1.18687 0.48765 -0.0777
C -4.05833 1.55050 -1.56937 -0.0951
Si -2.64628 -0.84853 -1.50592 0.4420
O -1.37557 -0.33018 -2.28108 -0.3255
C -2.20973 -2.31351 -0.37187 -0.1929
C -2.29620 -2.35235 1.02394 -0.0965
C -1.88284 -3.46552 1.75155 -0.1065
C -1.36165 -4.57207 1.09504 -0.1151
C -1.25246 -4.55590 -0.29087 -0.0932
C -1.67129 -3.44216 -1.00720 -0.0904
C -3.88568 -1.56589 -2.75932 -0.2131
C -4.88759 -2.48108 -2.42180 -0.1025
C -5.81303 -2.92543 -3.36085 -0.1042
C -5.74991 -2.46273 -4.67017 -0.1155
C -4.75192 -1.56536 -5.03366 -0.1009
C -3.83189 -1.12690 -4.08663 -0.0921
H -5.36702 0.73969 0.70522 0.0784
H -4.64553 -0.87126 0.84511 0.0617
H -5.58350 -0.44692 -0.58937 0.0693
H -3.27617 1.96459 1.02478 0.0840
H -1.86227 1.66748 0.00252 0.0616
H -2.31075 0.49384 1.23254 0.0655
H -4.63305 2.34402 -1.07133 0.0785
H -4.69013 1.11748 -2.35060 0.0727
H -3.18933 2.00738 -2.05564 0.0657
H -2.68757 -1.50008 1.56740 0.0742
H -1.95980 -3.46477 2.83344 0.0944
H -1.03663 -5.43922 1.65929 0.0928
H -0.83090 -5.40846 -0.81259 0.0953
H -1.57107 -3.43595 -2.09013 0.1074
H -4.93913 -2.86736 -1.40686 0.1018
H -6.58248 -3.63359 -3.07365 0.0918
H -6.46915 -2.80787 -5.40524 0.0899
H -4.69060 -1.20898 -6.05676 0.0928
H -3.04210 -0.43534 -4.36981 0.1009

[3]
8
Properties=species:S:1:pos:R:3:lowdin_charge:R:1 method="wB97M-V/def2-TZVPD" total_energy_ev=-14209.225 molar_mass_g_mol=185.952 e_homo_ha="-0.351 / -0.352" lumo_ha="-0.0716 / -0.0715" largest_force_ev_per_a=7.3 e_above_lowest_ev=3.743
C 0.19356 -0.42689 -0.91159 -0.1512
N 0.01820 0.97317 -0.71097 -0.0227
N -0.20097 1.49428 0.41937 -0.1431
O -0.44243 1.06207 1.52860 -0.5385
I -0.66985 -0.84872 2.51059 0.7263
H -0.32754 -0.90800 -0.15665 -0.0671
H 1.25378 -0.60367 -0.67977 0.0894
H 0.17526 -0.74224 -1.99959 0.1069

[4]
17
Properties=species:S:1:pos:R:3:lowdin_charge:R:1 method="wB97M-V/def2-TZVPD" total_energy_ev=-24440.817 molar_mass_g_mol=160.580 e_homo_ha=-0.067 charge=-1 lumo_ha=0.1291 largest_force_ev_per_a=4.8 e_above_lowest_ev=2.663
C 1.54108 0.73913 -0.06337 -0.2363
C 2.49686 -0.15023 0.62666 -0.4278
C 1.87939 1.95304 -0.31345 -0.1624
C 0.47987 -0.17610 -0.48082 -0.1829
C 1.09337 -1.58986 -0.49713 -0.2786
C -1.71644 0.76592 1.27814 -0.6422
N 2.36171 -1.44098 0.14136 0.0206
O 1.83803 3.15433 -0.31340 0.0529
O 3.53833 0.00868 1.30315 -0.0268
Cl -3.05210 1.18788 0.28392 0.4441
H -2.01505 0.11745 2.07811 0.0051
H -0.19267 -0.04095 -1.36903 0.0859
H 0.59599 -2.40171 0.07426 0.0894
H 1.23984 -2.04199 -1.53126 0.0956
H -1.10459 1.59237 1.71502 0.0434
H -0.86393 0.39245 0.58360 -0.0218
H 2.85285 -2.15802 0.68674 0.1418